1.
Density functional theory data (the ωB97M-V functional and the def2-TZVPD basis) for C18H52MgN5O9 as an isolated structure at a distorted geometry.

Properties
E_tot ... -1867.66746 hartree
Net charge ... +1
Energy above the lowest of the compared OMol25 structures with the same formula, charge and spin ... 277.8 kJ/mol
E_HOMO ... -10.517 eV

Each line ends with the Löwdin charge.
Positions of all 85 atoms, in Å:
Mg -1.672484 0.360705 -2.508522  0.761
N 0.693871 -0.292597 -0.284529  -0.504
O -0.291639 0.115372 -0.954950  -0.084
O 1.359647 0.486840 0.386266  0.018
O 1.134602 -1.416388 -0.452845  0.017
C 1.526634 2.013473 3.863774  -0.024
C 1.860935 3.229146 2.980024  -0.436
C 2.788048 4.241702 3.638293  -0.239
O 2.170573 4.592333 4.837536  -0.188
C 2.995386 5.468620 5.664426  -0.087
N 2.502009 2.748794 1.779566  0.059
H 0.489184 1.848882 3.572705  0.077
H 1.571908 2.241682 4.928656  0.077
H 2.232037 1.208961 3.655780  0.072
H 0.947953 3.771094 2.733324  0.129
H 2.995104 5.154747 3.080101  0.120
H 3.789486 3.836155 3.782385  0.123
H 2.695882 5.547550 6.709493  0.077
H 3.000289 6.527506 5.405910  0.080
H 4.014087 5.118258 5.830565  0.083
H 2.087016 3.247272 1.005351  0.045
H 2.128312 1.813961 1.698743  0.009
C -2.531472 -4.973806 -0.482730  -0.061
C -1.642326 -4.040444 0.311640  -0.409
C -0.832724 -4.620782 1.557194  -0.155
O -1.707407 -5.484211 2.284587  -0.214
C -1.252110 -5.876323 3.605858  -0.078
N -0.717722 -3.565033 -0.684957  0.024
H -2.980574 -4.326727 -1.236181  0.049
H -3.247777 -5.332864 0.256247  0.085
H -2.035908 -5.790822 -1.007136  0.090
H -2.324864 -3.239673 0.596278  0.105
H -0.468158 -3.764279 2.124281  0.119
H 0.033297 -5.254069 1.364707  0.123
H -0.345607 -6.463753 3.459982  0.081
H -1.988904 -6.540546 4.057571  0.088
H -0.979633 -5.074266 4.291824  0.085
H -0.124209 -4.289093 -1.063873  0.097
H -0.138174 -2.820523 -0.324528  0.036
C 0.618212 2.900846 -4.787945  -0.018
C -0.220335 1.729800 -4.229839  -0.385
C 0.491134 0.361834 -4.142504  -0.110
O -0.420631 -0.643142 -3.617574  -0.263
C 0.101948 -1.972243 -3.651005  -0.035
N -0.669539 2.103915 -2.881738  0.048
H 1.563082 3.010402 -4.255670  0.074
H 0.133926 3.810803 -4.433619  0.088
H 0.732371 2.953067 -5.870687  0.098
H -1.026082 1.785705 -4.961783  0.149
H 1.353421 0.534765 -3.498568  0.135
H 0.936583 0.099776 -5.102186  0.150
H 0.092059 -2.391664 -4.657038  0.108
H -0.585114 -2.588487 -3.071094  0.071
H 1.068930 -2.045916 -3.153402  0.109
H -1.111142 3.005231 -2.994480  0.113
H 0.251327 2.199834 -2.478131  0.093
C -4.601396 -1.980726 -0.456301  -0.020
C -3.874397 -0.889898 -1.295149  -0.383
C -3.600436 0.292592 -0.352161  -0.132
O -2.865424 1.270656 -1.081267  -0.251
C -2.449582 2.318824 -0.349331  -0.108
N -2.686198 -1.401868 -1.917488  0.056
H -4.791832 -2.856092 -1.077231  0.087
H -5.545607 -1.569641 -0.099128  0.092
H -4.091282 -2.273104 0.461527  0.080
H -4.486532 -0.538971 -2.125963  0.153
H -3.081082 -0.032961 0.549167  0.152
H -4.551263 0.716116 -0.028648  0.147
H -3.282688 2.687704 0.248964  0.118
H -2.055982 3.115221 -0.980943  0.094
H -1.574533 2.034581 0.235127  0.109
H -3.085217 -2.028634 -2.601618  0.119
H -2.306394 -2.093606 -1.287126  0.061
C 3.506785 -1.925476 1.519918  -0.186
O 3.035417 -0.881550 2.278153  -0.137
H 4.185494 -2.498168 2.151960  0.090
H 2.627376 -2.436212 1.127636  0.053
H 3.966884 -1.442926 0.657614  0.079
H 2.534789 -0.273059 1.729766  0.014
C 3.181764 2.583490 -1.702121  -0.142
O 2.132933 3.428468 -1.238833  -0.136
H 2.849946 1.545698 -1.670600  0.069
H 3.445093 2.698851 -2.753526  0.063
H 4.110665 2.817722 -1.182144  0.093
H 2.307982 4.351589 -1.435804  0.089

Atomic forces in eV per Å
Mg 0.51 -0.79 2.21
N 2.30 0.34 -0.81
O -1.07 0.36 0.33
O -1.00 0.98 0.43
O -0.56 -1.34 -0.28
C -0.11 1.23 -0.06
C 0.99 0.77 0.70
C 0.18 -0.04 0.23
O 0.88 1.61 2.39
C -0.29 -0.32 0.50
N -0.38 -0.31 -0.51
H 0.06 -1.03 0.32
H -0.14 0.06 -0.10
H -0.30 -0.20 -0.06
H -0.33 0.05 0.18
H -0.40 0.12 -0.74
H 0.11 -0.57 0.28
H -1.08 -0.69 -0.06
H 0.04 -0.07 -0.98
H 0.25 -0.25 -0.88
H 0.29 -0.05 -0.42
H 0.38 -0.03 -0.56
C -0.53 -0.19 1.21
C 1.67 -1.80 -0.29
C -1.67 -0.53 -0.08
O -0.48 0.76 1.31
C 0.51 -0.41 -1.22
N 0.16 1.62 -0.25
H -0.38 -0.30 -0.04
H -0.44 -0.48 -0.58
H 0.17 -0.03 0.30
H 0.46 0.22 0.59
H -0.10 0.14 0.38
H 0.30 0.29 -1.02
H 0.22 -0.18 0.12
H -0.15 0.29 -0.20
H -0.37 0.43 -0.23
H -0.02 -0.19 0.20
H 0.43 -0.02 -0.19
C 0.55 0.08 0.89
C 0.46 0.62 -1.94
C -0.05 0.94 -0.42
O 1.12 1.14 -1.51
C -0.52 -0.96 0.46
N -0.05 -0.47 -1.34
H 0.47 -0.44 -0.31
H -0.43 0.12 -0.47
H 0.09 -0.25 0.17
H -0.71 -0.96 0.30
H 0.01 -0.45 0.59
H -0.47 -0.34 -0.17
H 0.31 0.41 -0.17
H 0.05 0.13 0.17
H 0.05 0.26 -0.19
H 0.09 0.28 0.47
H -0.09 0.59 1.57
C -0.51 0.86 -0.53
C -1.48 0.23 2.10
C -0.42 -0.57 -0.52
O -1.07 -2.61 -2.38
C 1.41 2.43 1.75
N -0.19 -0.38 -0.63
H -0.10 -0.03 0.16
H -0.23 -0.15 -0.21
H 0.43 0.05 -0.27
H -0.53 0.12 0.22
H 0.46 0.05 -0.05
H -0.08 0.13 -0.05
H 0.22 0.25 0.22
H -0.47 0.04 -0.17
H -0.15 -0.04 0.60
H 0.31 -0.18 -0.79
H 1.37 -0.07 0.36
C -0.39 0.40 -1.05
O -0.52 1.45 2.16
H -0.08 -0.24 -0.45
H 0.39 -1.00 0.04
H 0.80 -0.73 -0.35
H -0.04 -0.14 -0.23
C 0.44 0.37 -0.50
O -0.64 -0.42 -0.52
H 0.13 0.06 0.87
H -0.29 0.57 -0.41
H -0.11 -0.63 0.42
H 0.33 0.01 -0.04

=====

2.
Density functional theory data (the ωB97M-V functional and the def2-TZVPD basis) for a 5-piece molecular cluster, C4H19N2O5 overall at a distorted geometry.

Properties
E_tot ... -649.44061 hartree
Net charge ... -1
Energy above the lowest of the compared OMol25 structures with the same formula, charge and spin ... 340.4 kJ/mol
E_HOMO ... -4.275 eV

Each line ends with the natural charge from an NBO analysis.
Positions of all 30 atoms, in Å:
C 2.443499 -0.301864 -0.001777  -0.215
N 2.435566 0.580526 1.131025  -0.827
C 1.363326 0.543002 -1.097167  -0.062
C 2.318933 1.202000 -2.211367  -0.648
N 0.303381 -0.264094 -1.672389  -0.713
C -1.095970 0.124026 -1.364137  0.137
O -1.182816 0.656980 -0.123850  -0.965
H 1.892796 -1.151165 0.302003  0.193
H 3.409300 -0.438890 -0.548628  0.172
H 2.555588 1.525166 0.829658  0.331
H 1.628658 0.646898 1.582393  0.356
H 0.765633 1.327441 -0.452454  0.228
H 3.382328 1.002179 -2.059760  0.186
H 2.314681 2.293294 -2.240617  0.202
H 2.079260 0.689301 -3.115308  0.203
H 0.198480 -0.588314 -2.695674  0.351
H -1.481225 0.893221 -1.990925  0.099
H -1.801968 -0.776651 -1.584228  0.099
H 0.253678 -3.297448 0.165396  0.467
H -0.875307 -3.127271 1.212905  0.492
O -0.283507 -3.791966 0.846356  -0.966
H -1.331362 3.329588 -0.560287  0.429
H -1.571062 2.184440 0.015919  0.498
O -2.027892 3.059367 -0.134453  -0.993
H -0.335863 -1.131491 1.579475  0.474
H -0.946770 -0.835175 2.843438  0.485
O -0.330429 -1.558309 2.420137  -0.963
H -3.425571 0.487654 1.593662  0.446
H -2.215597 0.042769 0.932144  0.495
O -2.906236 -0.202766 1.495201  -0.990

Atomic forces in eV per Å
C -3.04 3.03 -2.16
N 5.72 0.13 -1.05
C 1.18 0.14 -0.13
C -0.24 -0.31 1.70
N -1.19 -1.46 -1.81
C -0.58 -0.38 1.27
O 0.46 -0.86 0.95
H 0.00 -1.43 -0.09
H -0.73 -0.09 1.01
H 0.63 0.65 -0.35
H -4.51 -0.64 2.24
H 1.53 -1.54 -1.08
H 0.00 -0.32 0.37
H -0.69 -0.06 -0.44
H -0.28 0.27 -1.05
H 1.55 0.96 1.98
H -0.12 0.90 -1.66
H 1.15 0.69 0.50
H -0.99 -0.72 1.14
H 0.10 0.18 0.25
O 0.94 0.25 -1.55
H 5.77 3.81 -4.21
H -1.19 -1.38 0.37
O -4.91 -2.20 3.65
H 0.36 0.45 -1.80
H 1.38 -2.26 -0.70
O -1.93 2.25 2.37
H -3.80 5.16 0.63
H 2.53 1.15 -2.53
O 0.88 -6.39 2.19

=====

3.
Density functional theory data (the ωB97M-V functional and the def2-TZVPD basis) for C29H37AuCl5GeNO2SSe as an isolated structure.

Properties
E_tot ... -8645.09316 hartree
Net charge ... +2
Energy above the lowest of the compared OMol25 structures with the same formula, charge and spin ... 0.0 kJ/mol
E_HOMO ... -13.879 eV

Each line ends with the Löwdin charge.
Positions of all 78 atoms, in Å:
Au 0.147085 -0.236598 -0.511064  0.923
Cl -2.187536 -0.330658 0.396034  0.777
C -1.934769 1.367623 -0.036548  -0.644
C -0.663864 1.591818 -0.507852  -0.342
C -0.332658 2.868471 -0.917304  -0.663
Cl 1.228978 3.246249 -1.533940  0.734
C -1.302745 3.879009 -0.851417  -0.683
Cl -0.920072 5.455920 -1.378201  0.761
C -2.590213 3.609121 -0.366445  -0.686
Cl -3.763820 4.839780 -0.298458  0.773
C -2.922909 2.321020 0.051873  -0.702
Cl -4.468386 1.906006 0.640588  0.773
C 4.871252 0.537757 -4.970731  -0.204
Ge 4.626249 1.180589 -3.166569  0.785
C 5.956153 0.557552 -1.896395  -0.217
C 4.381458 3.093074 -3.004315  -0.221
C 2.809188 0.340500 -2.691905  -0.539
Se 2.481494 0.383072 -0.825642  1.017
C 3.448403 -1.211610 -0.338273  -0.279
H 5.795130 0.945178 -5.383691  0.037
H 4.044603 0.861066 -5.603226  0.034
H 4.935555 -0.549679 -4.992298  0.031
H 6.860843 1.152036 -2.031647  0.039
H 6.220855 -0.489194 -2.046738  0.032
H 5.629580 0.702392 -0.864668  0.018
H 5.331398 3.599323 -3.179299  0.038
H 4.049732 3.356470 -2.000146  0.001
H 3.659496 3.463359 -3.732650  0.031
H 2.780809 -0.687621 -3.051152  0.039
H 2.048845 0.935155 -3.195703  0.019
H 4.305092 -1.258529 -1.006433  0.030
H 2.807941 -2.073848 -0.457090  0.012
H 3.746373 -1.088171 0.697451  0.046
C 1.552434 -0.502803 5.395280  -0.018
N 1.723651 -0.043829 4.013803  -0.130
C 2.284714 1.288892 3.799702  -0.010
C 1.381631 -0.788615 2.963073  -0.488
C 0.828527 -2.165397 3.221468  0.023
O 1.529642 -0.366879 1.796876  -0.140
H 1.681796 0.346789 6.057970  0.096
H 2.290063 -1.261910 5.656901  0.103
H 0.555743 -0.905577 5.559606  0.090
H 2.925794 1.539579 4.640316  0.096
H 1.493835 2.036082 3.717593  0.103
H 2.868509 1.301276 2.884853  0.082
H 1.568375 -2.791559 3.723185  0.102
H 0.567148 -2.620496 2.270038  0.053
H -0.054336 -2.133234 3.859996  0.091
O 0.741065 -2.204142 -0.995158  -0.714
S 0.211553 -3.619824 -0.589905  1.039
C -1.540238 -3.680027 -1.067067  -0.261
C -1.834403 -3.533579 -2.529626  -0.288
C -2.127495 -4.664636 -3.286353  -0.049
C -2.407941 -4.548893 -4.639911  -0.048
C -2.395743 -3.302076 -5.248342  -0.055
C -2.105747 -2.169079 -4.501019  -0.057
C -1.829798 -2.285376 -3.146678  -0.049
C 0.975013 -4.660633 -1.826718  -0.262
C 0.818514 -6.117070 -1.458702  -0.287
C 1.174812 -6.591832 -0.198583  -0.059
C 1.046418 -7.939874 0.100039  -0.058
C 0.566950 -8.821507 -0.858529  -0.056
C 0.218834 -8.354932 -2.117121  -0.051
C 0.339184 -7.004870 -2.415523  -0.046
H -1.980506 -2.885969 -0.464965  0.048
H -1.884134 -4.637734 -0.668963  0.115
H -2.146222 -5.638635 -2.810486  0.117
H -2.645881 -5.431830 -5.217965  0.118
H -2.624016 -3.211481 -6.301951  0.116
H -2.111244 -1.194333 -4.970919  0.112
H -1.623438 -1.392509 -2.566860  0.077
H 2.015115 -4.325862 -1.832822  0.110
H 0.520985 -4.423468 -2.788876  0.101
H 1.562927 -5.914405 0.554560  0.104
H 1.327630 -8.304037 1.079073  0.114
H 0.469062 -9.873110 -0.624743  0.116
H -0.144258 -9.041668 -2.870198  0.116
H 0.074793 -6.643183 -3.402708  0.114

Atomic forces in eV per Å
Au 0.49 -0.50 -0.17
Cl -0.19 0.08 -0.03
C 0.00 0.07 -0.03
C 0.13 0.06 0.20
C -0.01 0.10 -0.05
Cl -0.06 -0.03 -0.03
C -0.07 0.01 0.03
Cl 0.01 0.01 0.01
C 0.09 0.11 -0.07
Cl -0.02 0.02 0.02
C -0.17 -0.15 0.11
Cl 0.01 0.02 -0.01
C 0.13 0.04 -0.13
Ge -0.39 -0.15 0.12
C 0.12 -0.01 0.06
C 0.00 0.12 -0.04
C 0.29 0.00 -0.35
Se 0.02 0.46 0.13
C 0.04 -0.15 0.09
H -0.03 -0.03 -0.02
H 0.01 -0.02 -0.01
H 0.00 0.01 -0.01
H 0.00 -0.03 0.00
H 0.00 0.01 0.01
H 0.05 0.01 -0.01
H -0.02 0.00 -0.01
H 0.01 0.04 0.03
H 0.00 0.01 0.03
H -0.10 -0.02 0.05
H -0.03 -0.01 0.06
H -0.03 0.03 0.03
H 0.01 -0.03 -0.03
H 0.01 0.02 -0.01
C 0.01 0.00 -0.10
N 0.01 0.03 0.14
C -0.03 -0.06 0.00
C 0.04 0.09 -0.02
C -0.01 0.00 0.01
O -0.12 -0.10 0.02
H 0.00 0.01 0.01
H 0.02 0.00 0.01
H -0.02 0.01 0.00
H 0.01 0.01 -0.01
H -0.01 0.01 0.02
H 0.02 -0.01 -0.01
H -0.01 0.01 0.01
H 0.02 -0.01 -0.01
H 0.00 0.01 -0.01
O -0.33 -0.43 -0.09
S -0.03 0.50 0.20
C 0.04 -0.06 -0.18
C 0.00 0.01 0.06
C -0.02 -0.03 -0.01
C 0.01 -0.02 0.01
C 0.01 0.01 -0.02
C 0.00 0.00 0.04
C 0.03 0.03 -0.01
C 0.17 -0.13 -0.03
C -0.05 0.06 -0.06
C 0.01 0.02 0.03
C 0.00 0.02 0.01
C 0.00 -0.02 0.01
C -0.01 0.03 -0.03
C -0.02 -0.05 -0.02
H -0.09 -0.05 0.04
H 0.00 0.01 0.02
H -0.03 0.03 -0.01
H -0.01 0.00 0.01
H 0.01 0.00 0.01
H 0.00 -0.01 0.01
H -0.02 0.02 0.02
H 0.01 -0.07 0.02
H 0.04 0.03 -0.02
H 0.01 -0.01 -0.02
H 0.00 0.01 -0.01
H 0.01 0.01 0.00
H 0.01 0.01 0.01
H 0.01 -0.01 0.02

=====

4.
Density functional theory data (the ωB97M-V functional and the def2-TZVPD basis) for a 3-piece molecular cluster, C5H5NO2 overall at a distorted geometry.

Properties
E_tot ... -398.44157 hartree
Energy above the lowest of the compared OMol25 structures with the same formula, charge and spin ... 884.5 kJ/mol
E_HOMO ... -9.741 eV

Each line ends with the natural charge from an NBO analysis.
Positions of all 13 atoms, in Å:
C 1.640292 -0.002192 -1.462013  -0.086
C 0.501232 -0.265230 -0.399950  0.129
C -0.449340 0.705142 -0.095494  -0.340
C -1.009771 0.235341 1.134922  0.425
C -0.373222 -0.950729 1.633796  0.018
H -0.138762 0.000579 -2.779493  0.475
H 2.785774 -0.981508 -1.458528  0.281
H 2.227427 1.528918 -0.801565  0.205
H -1.059243 1.374988 -0.597410  0.248
H -0.982302 -1.507754 2.557797  0.243
N 0.596185 -1.266593 0.828064  -0.372
O 0.717140 0.376921 -2.753584  -0.756
O -1.824805 0.887695 1.805484  -0.470

Atomic forces in eV per Å
C -1.02 0.76 0.69
C 0.85 2.40 1.93
C 1.56 -4.41 -0.56
C -3.17 3.37 2.38
C 0.02 -2.59 0.09
H -1.24 -1.27 0.90
H -3.97 3.16 -0.53
H -1.12 -3.85 -2.03
H -0.05 1.67 -1.33
H 2.64 1.20 -2.34
N -0.75 0.25 -0.28
O 5.38 0.44 2.02
O 0.86 -1.13 -0.93